No. 1
# C36H31BrClIrN5O5S

C36H31BrClIrN5O5S as an isolated structure at a distorted geometry (the ωB97M-V functional and the def2-TZVPD basis, OMol25).

Last column: Löwdin charge in e.
Cartesian coordinates (Å):
Ir: 0.8182 -0.4053 -0.4383  1.71
Br: 7.4055 1.8014 0.9847  0.78
Cl: 3.3063 -1.1660 3.6299  0.60
S: 1.4839 -3.4271 1.0884  1.00
O: 3.3975 -0.5927 -1.4454  -0.14
O: 1.7807 0.8043 1.4739  -0.04
O: 0.5007 -0.9382 1.8841  -0.12
O: 1.4763 -2.6487 -0.2233  -0.65
O: 1.9380 1.5233 -1.4960  -0.04
N: -0.9991 0.8655 -0.1243  -0.05
N: 1.4891 3.9524 -0.7872  0.14
N: -0.5800 -1.4486 -1.8071  -0.08
N: -9.3128 -2.5251 -0.0401  0.17
N: 2.8812 5.0957 0.4947  0.19
C: -0.2726 -3.8456 1.3963  -0.29
C: -5.0439 -1.0158 -1.6693  -0.01
C: -1.0367 2.0318 0.4732  -0.13
C: -0.4415 -5.3504 1.2213  -0.22
C: -2.3009 0.3826 -0.1225  -0.24
C: 5.6752 1.7510 0.2191  -0.66
C: 0.5363 -5.7692 0.1286  -0.22
C: -4.6400 -1.5965 0.6339  -0.01
C: -0.2333 -2.4094 -2.6283  -0.15
C: -2.4109 -2.7812 -2.2792  0.00
C: -2.7288 -0.7911 -0.7533  -0.05
C: 0.8846 5.1485 -0.4577  -0.21
C: 1.8612 -0.1104 3.6773  -0.44
C: 4.2080 -1.7531 -1.5832  -0.05
C: 1.4118 7.1302 0.8741  -0.01
C: -6.3800 -1.3396 -1.5201  0.00
C: -3.1660 1.3463 0.5271  0.01
C: 3.1575 1.6519 -0.9118  -0.22
C: -6.8438 -1.8190 -0.2959  -0.22
C: -0.7119 6.8908 -0.2820  -0.08
C: 0.1608 7.6135 0.5436  -0.08
C: 5.2423 0.5621 -0.3596  -0.04
C: -8.2163 -2.2013 -0.1511  -0.18
C: 1.3339 -0.0603 2.2542  -0.74
C: -2.3744 2.3850 0.8846  -0.04
C: -5.9713 -1.9399 0.7846  -0.01
C: 1.7561 5.8858 0.3611  -0.17
C: -4.1661 -1.1486 -0.5963  -0.20
C: -1.9398 -1.6232 -1.5528  -0.25
C: 3.5956 2.8258 -0.2897  -0.07
C: 2.6735 3.9481 -0.2056  -0.23
C: 1.8618 -5.1280 0.5093  -0.29
C: 4.8782 2.8673 0.2653  -0.06
C: -0.3677 5.6570 -0.7969  -0.01
C: -1.3440 -3.2625 -2.9637  -0.05
C: 3.9821 0.5147 -0.9137  -0.22
H: 5.0534 -1.5454 -2.2422  0.11
H: -1.4719 -5.6048 0.9713  0.12
H: -4.2293 1.2381 0.6624  0.12
H: 2.5639 -5.0298 -0.3162  0.10
H: 0.6268 -6.8532 0.0571  0.12
H: -0.1390 2.6147 0.6197  0.10
H: -1.3159 -4.1088 -3.6308  0.10
H: 2.0931 7.6971 1.4949  0.11
H: -0.5353 -3.4866 2.3894  0.09
H: 2.3446 -5.6373 1.3452  0.10
H: -6.3447 -2.2984 1.7339  0.13
H: 4.5692 -2.1023 -0.6140  0.10
H: 0.7872 -2.5159 -2.9651  0.11
H: 2.1868 0.8704 4.0062  0.08
H: -0.8179 -3.2690 0.6477  0.09
H: 3.5702 -2.5134 -2.0212  0.09
H: -2.6562 3.3046 1.3712  0.10
H: 3.6848 5.3123 1.0577  0.16
H: 5.8887 -0.3029 -0.3482  0.11
H: -7.0723 -1.2179 -2.3419  0.13
H: -1.0322 5.1086 -1.4515  0.12
H: 1.1469 -0.5535 4.3622  0.08
H: 1.4913 2.4423 -1.4398  0.09
H: -0.1910 -5.8633 2.1523  0.12
H: 5.2461 3.7627 0.7474  0.11
H: -3.9560 -1.6798 1.4699  0.13
H: -3.4163 -3.1684 -2.2648  0.12
H: -0.1480 8.5790 0.9208  0.11
H: 0.2102 -5.3897 -0.8427  0.11
H: -4.6757 -0.6434 -2.6172  0.13
H: -1.6759 7.3158 -0.5283  0.11

Atoms 1-2, force components in eV/Å:
Ir -1.349 -0.050 0.599
Br -0.101 0.018 -0.046

- <S²>: 6.010
- E: -5576.84196 a.u.
- Spin multiplicity: 5
- Charge: +1
- Kohn-Sham gap (alpha / beta): 6.9 / 4.7 eV
- Maximum force: 2.0 eV Å⁻¹

No. 2
# C9H11AsBCoF4I2O5S

C9H11AsBCoF4I2O5S as an isolated structure (the ωB97M-V functional and the def2-TZVPD basis, OMol25).

Last column: Löwdin charge in e.
Cartesian coordinates (Å):
I: 1.3803 -3.9184 -0.0329  1.00
I: 1.5060 -4.1198 3.5678  0.78
As: 0.0297 1.0834 -2.4586  0.78
Co: 0.6251 -1.2935 -0.0118  0.30
S: 1.4314 -0.4824 -2.0561  0.25
F: -2.9536 -0.9288 0.6925  0.18
F: -1.3291 -1.8593 -0.6764  -0.01
F: -0.9724 -1.8108 1.5586  0.04
F: -2.5937 -3.2185 0.7116  0.17
O: 1.6736 -0.9567 1.7137  -0.05
O: 2.2338 0.0807 4.5091  0.17
O: 1.1217 2.8149 4.5892  0.19
O: 0.0164 3.4019 1.8879  0.16
O: 0.0345 0.7867 0.4298  -0.05
C: 0.5498 2.8187 -1.8176  -0.22
C: 1.6621 0.6370 3.6139  -0.23
C: 1.3341 0.1132 2.2523  -0.24
C: 1.0778 2.0687 3.6597  -0.22
C: 0.5104 1.0657 1.5395  -0.25
C: -1.8211 0.7631 -2.0840  -0.22
C: 0.0933 1.2730 -4.3750  -0.26
C: 0.4315 2.3480 2.2899  -0.24
C: 0.4284 -4.5232 1.7981  -1.09
B: -2.0555 -1.9585 0.5987  -1.20
H: 1.6258 2.9082 -1.9453  0.05
H: -0.5939 2.0548 -4.6953  0.04
H: -2.0985 -0.1743 -2.5589  0.05
H: -2.0010 0.6936 -1.0160  0.03
H: -0.1870 0.3268 -4.8306  0.04
H: -0.5297 -4.0237 1.8268  -0.05
H: 0.3211 -5.5955 1.7104  -0.04
H: 0.2854 2.9432 -0.7702  0.02
H: 1.1058 1.5273 -4.6769  0.04
H: 0.0413 3.5646 -2.4273  0.05
H: -2.3839 1.5897 -2.5164  0.05

Atoms 1-2, force components in eV/Å:
I 0.000 -0.227 0.164
I -0.033 0.080 -0.126

- <S²>: 6.022
- E: -5762.41722 a.u.
- Spin multiplicity: 5
- Kohn-Sham gap (alpha / beta): 8.1 / 6.6 eV
- Maximum force: 0.5 eV Å⁻¹

No. 3
# C25H36O21

A 7-piece molecular cluster, C25H36O21 overall at a distorted geometry (the ωB97M-V functional and the def2-TZVPD basis, OMol25).

Last column: Löwdin charge in e.
Cartesian coordinates (Å):
O: -4.3824 -7.1556 1.0703  0.06
O: -5.2520 -5.2204 1.7624  0.06
O: -7.7866 -2.2596 0.8641  0.07
O: -5.6838 -7.1090 2.9191  0.17
O: -2.0540 -0.1011 -3.7917  0.08
O: -5.8656 -1.4624 1.7032  0.17
O: -9.9377 -4.1164 -2.1370  0.12
O: -13.3795 -5.1969 1.2839  0.06
O: -8.8287 -2.5716 -8.0465  0.07
O: -13.1806 -7.4356 1.1350  0.18
O: -13.0687 -6.1428 -0.7068  0.05
O: -7.1451 -3.9495 -7.4466  0.18
O: -9.3522 -7.6056 -4.3945  0.06
O: -8.2593 -2.8248 -2.8041  0.06
O: -8.8437 -3.5138 -6.0396  0.05
O: -8.0832 -4.9964 -3.0584  0.08
O: -8.8910 -6.4671 -6.2659  0.17
O: -2.0681 -0.7391 -5.9171  0.07
O: -7.5433 -0.0688 1.1624  0.08
O: -3.9423 -0.9200 -4.7113  0.16
O: -10.8233 -6.1222 -5.1509  0.05
C: -4.4643 -4.9217 0.6006  -0.11
C: -2.7962 -0.6240 -4.7767  -0.56
C: -13.5059 -4.1468 0.3364  -0.12
C: -0.7271 0.2394 -4.2605  -0.30
C: -8.8302 -4.0061 -2.5796  -0.59
C: -3.5636 -6.1454 0.5089  -0.14
C: -12.8480 -4.7511 -0.9128  -0.12
C: -5.8918 -2.3286 -2.6343  -0.02
C: -8.1804 -3.4273 -7.2179  -0.56
C: -13.2028 -6.3706 0.6258  -0.56
C: -9.9955 -2.0743 -7.4047  -0.09
C: -5.1711 -6.5435 2.0112  -0.56
C: -10.4704 -2.1453 -4.9201  -0.02
C: -10.4188 -7.6512 -3.4454  -0.09
C: -0.7635 -0.1895 -5.7358  -0.08
C: -6.9730 -2.9613 -3.4584  -0.27
C: -8.6678 0.4027 -0.9144  -0.01
C: -8.7928 -0.1928 0.4883  -0.30
C: -11.5179 -6.8007 -4.1050  -0.10
C: -6.8753 -4.4856 -3.6447  -0.04
C: -9.0501 -1.7151 0.5121  -0.09
C: -10.1600 -2.9538 -6.1618  -0.29
C: -9.6229 -6.6984 -5.3623  -0.57
C: -6.9645 -1.2867 1.3046  -0.57
C: 0.2728 -0.4192 -3.3530  -0.02
H: -5.1463 -4.9291 -0.2535  0.12
H: 0.0347 -1.4735 -3.2360  0.10
H: -11.8004 -4.4669 -0.9298  0.10
H: -5.9987 -2.5843 -1.5784  0.09
H: -3.9563 -3.9681 0.6817  0.13
H: -8.6378 1.4868 -0.8161  0.08
H: -6.8107 -4.7777 -4.6903  0.13
H: -12.3204 -7.4178 -4.5116  0.13
H: -11.9431 -6.0755 -3.4194  0.11
H: -4.9222 -2.6859 -2.9856  0.08
H: -10.6977 -8.6863 -3.2796  0.13
H: -12.9941 -3.2527 0.6949  0.12
H: -7.7335 0.0589 -1.3607  0.08
H: -5.8643 -1.2507 -2.7761  0.08
H: -9.6555 -1.5133 -4.5785  0.09
H: -7.0899 -2.4741 -4.4244  0.15
H: -6.0280 -4.9045 -3.1000  0.13
H: -11.3229 -1.4778 -5.0917  0.09
H: -3.3028 -6.3554 -0.5293  0.13
H: 0.3335 0.1350 -2.4204  0.09
H: -14.5443 -3.8368 0.1937  0.13
H: -0.6914 0.6654 -6.4076  0.13
H: -9.6011 0.3128 1.0163  0.15
H: -2.6099 -6.0442 1.0343  0.13
H: -9.4893 0.0900 -1.5567  0.08
H: -9.8793 -1.9811 1.1726  0.13
H: -10.9151 -3.7310 -6.2642  0.15
H: -10.0940 -7.1739 -2.5215  0.12
H: 1.2756 -0.3633 -3.7897  0.09
H: -9.8597 -1.0218 -7.1429  0.13
H: -9.3570 -2.1206 -0.4540  0.11
H: -10.8019 -2.8447 -4.1520  0.07
H: 0.0283 -0.8910 -5.9973  0.13
H: -10.8544 -2.1263 -8.0743  0.13
H: -13.4115 -4.4199 -1.7815  0.13
H: -0.6616 1.3263 -4.1989  0.15

Atoms 1-2, force components in eV/Å:
O 0.109 0.072 0.378
O 0.271 0.155 0.147

- E: -2554.36278 a.u.
- SMILES: C[C@H]1COC(=O)O1.C[C@H]1COC(=O)O1.C[C@H]1COC(=O)O1.C[C@H]1COC(=O)O1.O=C1OCCO1.O=C1OCCO1.O=C1OCCO1
- Energy relative to the best compared isomer or geometry (same formula, charge and spin): 0.00 kJ/mol
- Kohn-Sham gap: 11.0 eV
- Maximum force: 1.6 eV Å⁻¹

No. 4
# C6H14O3

C6H14O3 as an isolated structure at a distorted geometry (the ωB97M-V functional and the def2-TZVPD basis, OMol25).

Last column: Löwdin charge in e.
Cartesian coordinates (Å):
O: 1.1999 -2.0794 0.3832  -0.14
O: 0.8686 1.2620 0.1959  -0.05
O: 0.5515 -0.2443 1.8753  0.06
C: 0.0711 0.6031 1.0649  -0.48
C: 0.6279 -1.6869 -0.7287  -0.25
C: -1.1512 1.4006 1.4108  0.02
C: 2.2890 1.0728 0.3021  -0.02
C: -1.4756 -0.1646 -1.7190  -0.15
C: -1.1506 -1.0023 -0.4983  -0.18
H: -2.5544 -0.0685 -1.8641  0.07
H: -0.8374 2.2266 2.0518  0.11
H: 0.9985 -1.2457 1.2347  0.09
H: -1.5178 -2.0223 -0.6182  0.08
H: -1.8654 0.7868 1.9527  0.10
H: 2.5637 0.0178 0.2654  0.09
H: 1.0421 -0.7874 -1.2032  0.08
H: -1.0497 0.8378 -1.6482  0.06
H: -1.7115 -0.7201 0.3868  0.06
H: 2.7179 1.6050 -0.5415  0.10
H: -1.6000 1.8252 0.5163  0.09
H: -1.0671 -0.6146 -2.6261  0.07
H: 2.6443 1.4891 1.2439  0.10
H: 0.4063 -2.4908 -1.4364  0.10

Atoms 1-2, force components in eV/Å:
O 0.455 0.824 2.682
O -0.959 -0.590 0.358

- E: -462.62480 a.u.
- Energy relative to the best compared isomer or geometry (same formula, charge and spin): 331.49 kJ/mol
- Kohn-Sham gap: 8.9 eV
- Maximum force: 3.6 eV Å⁻¹

> Which formula does entry 3 have?

C25H36O21

> What is the formula in the third record?

C25H36O21

> maximum force of number 2 (C9H11AsBCoF4I2O5S)?

0.5 eV Å⁻¹